# C5H16NSi

A cluster of 2 separate species, C5H16NSi in total in a non-equilibrium geometry (ωB97M-V/def2-TZVPD, OMol25).

Kohn-Sham gap: 6.97 eV
total charge: +1
HOMO energy: -11.55 eV
ΔE to the lowest compared entry with this formula, charge and spin: 115.14 kcal per mole

Each line ends with the Mulliken charge.
Atoms and positions in Å:
C: -3.44 -1.37 -0.07  -0.94
C: 3.24 -0.65 0.28  -0.85
C: 2.36 1.36 -0.71  -0.84
C: -3.25 -0.10 0.72  -0.72
C: 0.80 -0.27 0.06  -1.18
N: 2.13 0.27 0.24  0.07
Si: -2.10 1.24 -0.16  0.69
H: -4.16 -2.05 0.64  0.27
H: -3.81 -1.32 -1.10  0.33
H: -2.45 -1.79 -0.07  0.28
H: 3.96 -0.29 0.95  0.39
H: 3.06 -1.63 0.55  0.32
H: 3.59 -0.59 -0.69  0.35
H: 1.50 2.07 -0.53  0.22
H: 3.36 1.86 -0.77  0.35
H: 2.32 0.89 -1.63  0.45
H: -2.74 -0.36 1.61  0.36
H: -4.06 0.37 1.22  0.52
H: 0.48 -1.01 0.75  0.46
H: 0.80 -0.70 -1.01  0.30
H: 1.93 0.61 1.16  0.29
H: -2.41 1.22 -1.62  -0.02
H: -1.12 2.24 0.19  -0.11